{
  "formula": "C32H25BF3O6S3",
  "method": "wB97M-V/def2-TZVPD",
  "relative_energy_ev": 0.180,
  "total_charge": -1,
  "lumo_ev": 1.219,
  "largest_force_ev_per_a": 2.446,
  "elements": ["C", "C", "C", "C", "S", "C", "C", "S", "C", "C", "C", "C", "C", "C", "O", "O", "O", "O", "C", "C", "H", "H", "H", "H", "H", "H", "H", "H", "H", "H", "H", "H", "C", "C", "C", "C", "C", "B", "C", "C", "C", "C", "C", "F", "F", "F", "C", "C", "O", "C", "C", "C", "C", "C", "C", "O", "S", "H", "H", "H", "H", "H", "H", "H", "H", "H", "H", "H", "H", "H"],
  "positions_angstrom": [[-4.735390, 0.862603, 4.634287], [-4.312192, 1.425895, 3.427479], [-3.301858, 0.809371, 2.695387], [-2.704632, -0.348434, 3.180336], [-1.324795, -1.031230, 2.217731], [0.273352, -0.857891, 3.065818], [1.259729, -1.672946, 2.604815], [0.554287, 0.718263, 3.952334], [0.360432, 0.721586, 5.781597], [-0.790871, 1.240887, 6.381849], [-1.011939, 1.040658, 7.748530], [-0.018509, 0.454782, 8.537286], [1.215763, 0.130847, 7.965037], [1.403072, 0.261284, 6.586507], [1.926274, 1.077643, 3.675764], [-0.551362, 1.576230, 3.552303], [-1.588565, -2.439223, 2.029149], [-1.211650, -0.126962, 1.096023], [-3.199601, -0.982686, 4.318831], [-4.191815, -0.350611, 5.072400], [-5.492416, 1.372448, 5.232947], [-4.743437, 2.352569, 3.046922], [-2.966480, 1.236020, 1.756408], [2.265607, -1.550006, 3.004016], [0.995375, -2.571686, 2.042188], [-1.525582, 1.776597, 5.786376], [-1.960918, 1.342950, 8.193349], [-0.198155, 0.266882, 9.597632], [2.030944, -0.232844, 8.589667], [2.350571, -0.000258, 6.125612], [-2.788597, -1.943778, 4.613699], [-4.536343, -0.802429, 6.004689], [0.548389, 0.839237, -9.096599], [0.984954, 0.235055, -7.818027], [1.479234, -1.028198, -7.575853], [1.693310, -1.308337, -6.171384], [1.378946, -0.225459, -5.385129], [1.547509, 0.026366, -3.788957], [0.095478, -0.472298, -3.132346], [-0.937383, 0.400339, -2.811170], [-2.147765, -0.085822, -2.279623], [-2.308217, -1.451266, -2.068878], [-3.591532, -1.994212, -1.473083], [-3.478329, -3.305215, -1.117176], [-3.991455, -1.311086, -0.358111], [-4.613583, -1.902695, -2.382987], [-1.296577, -2.329300, -2.431795], [-0.095845, -1.830282, -2.960774], [2.791222, -0.724472, -3.434046], [3.726173, 0.219180, -3.217976], [3.154266, 1.530632, -3.312434], [3.819632, 2.651436, -2.814823], [5.031300, 2.428804, -2.173422], [5.622334, 1.158755, -2.132953], [5.008939, 0.038965, -2.686120], [1.847431, 1.467899, -3.622450], [0.859365, 1.131835, -6.330149], [0.709348, 0.121901, -9.904120], [-0.515690, 1.110221, -9.055164], [1.135135, 1.745701, -9.287871], [1.636756, -1.742842, -8.379829], [2.035788, -2.283013, -5.827668], [-0.828162, 1.473274, -2.972409], [-2.949113, 0.602131, -2.022998], [-1.420654, -3.396384, -2.291317], [0.688597, -2.526461, -3.255737], [3.334567, 3.618831, -2.904378], [5.520303, 3.274198, -1.694633], [6.588778, 1.038024, -1.649110], [5.456247, -0.951975, -2.695466]],
  "forces_ev_per_angstrom": [[0.14, -0.05, -0.02], [0.04, -0.28, 0.08], [0.07, 0.23, 0.02], [0.13, -0.29, 0.18], [-1.29, 0.75, -0.94], [0.54, -0.65, -0.20], [-1.36, 0.73, 1.90], [-0.40, 1.80, -0.05], [0.30, -0.52, 0.02], [-0.35, -0.41, -0.22], [0.40, 0.05, -0.10], [0.07, 0.04, -0.23], [-0.14, 0.12, -0.11], [-0.16, -0.29, -0.01], [-0.45, -0.48, 0.30], [0.94, -0.73, -0.03], [0.53, 0.40, 0.30], [0.19, -0.79, 0.42], [0.28, 0.28, 0.03], [-0.04, 0.07, -0.16], [0.18, -0.20, -0.16], [0.04, -0.28, 0.18], [0.12, -0.05, 0.19], [-0.09, 0.13, -0.44], [0.12, 0.48, -0.13], [0.04, -0.37, -0.07], [0.30, 0.02, -0.15], [0.09, 0.12, -0.31], [-0.21, 0.04, -0.18], [-0.10, -0.08, 0.06], [-0.02, 0.13, 0.08], [0.06, 0.10, -0.32], [0.07, 0.18, -0.19], [0.34, -0.76, 0.89], [-0.51, 0.58, 0.20], [-0.48, 0.87, -0.84], [0.33, -0.19, -0.11], [-1.30, -0.69, -1.49], [1.73, 0.65, 0.02], [-1.04, -0.17, 0.38], [0.58, 0.31, -0.26], [-0.27, -0.22, 0.26], [0.52, 0.21, -0.27], [-0.38, 0.80, -0.18], [0.04, -0.46, -0.70], [0.21, -0.20, 0.75], [0.72, 0.06, -0.20], [-0.91, -0.70, 0.34], [0.26, 0.06, 0.52], [-0.19, 0.94, 0.81], [0.48, -0.59, 0.99], [-0.60, -0.85, -0.58], [0.68, -0.06, 0.01], [0.30, 0.59, 0.06], [-1.00, 0.02, -0.64], [0.19, 0.24, 0.38], [0.12, -1.00, -0.49], [-0.06, 0.16, -0.09], [0.23, -0.03, -0.15], [-0.20, -0.06, -0.24], [0.01, 0.04, 0.08], [0.01, 0.38, 0.18], [0.09, -0.24, 0.08], [0.09, -0.07, 0.01], [-0.04, 0.06, 0.03], [-0.11, 0.11, 0.13], [0.14, -0.05, 0.27], [0.11, -0.17, -0.11], [-0.09, 0.09, -0.06], [-0.06, 0.16, 0.27]],
  "nbo_charge": [-0.20, -0.22, -0.18, -0.21, 2.13, -0.59, -0.24, 2.12, -0.20, -0.21, -0.22, -0.19, -0.21, -0.22, -0.91, -0.94, -0.92, -0.90, -0.23, -0.22, 0.21, 0.22, 0.26, 0.23, 0.25, 0.25, 0.22, 0.22, 0.22, 0.24, 0.23, 0.21, -0.63, -0.23, -0.27, -0.29, -0.38, 0.76, -0.22, -0.15, -0.19, -0.19, 0.98, -0.33, -0.34, -0.34, -0.20, -0.20, -0.65, 0.28, 0.26, -0.27, -0.26, -0.25, -0.29, -0.66, 0.40, 0.21, 0.21, 0.21, 0.19, 0.21, 0.21, 0.20, 0.21, 0.21, 0.21, 0.19, 0.19, 0.21]
}

***

{
  "formula": "C32H25Br2F5N5OSTi",
  "method": "wB97M-V/def2-TZVPD",
  "relative_energy_ev": 0.227,
  "total_charge": 1,
  "lumo_ev": -4.045,
  "largest_force_ev_per_a": 0.749,
  "elements": ["Ti", "F", "C", "C", "F", "C", "F", "C", "S", "C", "F", "C", "F", "Br", "C", "C", "C", "C", "C", "C", "N", "C", "C", "C", "C", "C", "C", "N", "H", "H", "H", "H", "H", "H", "H", "H", "H", "C", "H", "H", "H", "Br", "C", "C", "C", "C", "C", "N", "C", "O", "N", "C", "C", "C", "C", "N", "C", "C", "C", "H", "H", "H", "H", "H", "H", "H", "H", "H", "H", "H", "H", "H"],
  "positions_angstrom": [[-1.133647, -2.055366, -0.870817], [-5.804247, 0.410524, 3.531085], [-5.150596, -0.414029, 2.727960], [-3.763720, -0.387574, 2.688433], [-3.086474, 0.464142, 3.452500], [-3.101677, -1.242795, 1.838526], [-1.760949, -1.191694, 1.787312], [-3.764259, -2.136489, 1.016487], [-2.886619, -3.248234, -0.020337], [-5.149267, -2.146420, 1.071991], [-5.839830, -2.977469, 0.293178], [-5.844179, -1.293855, 1.916301], [-7.170382, -1.316511, 1.944546], [5.343727, 1.579503, 0.123314], [3.865885, 0.757489, -0.715229], [2.724725, 1.500532, -0.971169], [1.619207, 0.879593, -1.527871], [1.667991, -0.476959, -1.826535], [2.821869, -1.210579, -1.603863], [3.929335, -0.589155, -1.046045], [0.463645, -1.114153, -2.267933], [0.153840, -1.025851, -3.497203], [-1.141416, -1.529874, -3.955580], [-1.520770, -1.452335, -5.283778], [-2.790238, -1.878414, -5.641721], [-3.628614, -2.358418, -4.650903], [-3.172560, -2.411193, -3.341705], [-1.950695, -2.009538, -2.997643], [2.687570, 2.550713, -0.713750], [0.702187, 1.431860, -1.694578], [2.848533, -2.265645, -1.846358], [4.832756, -1.150961, -0.852869], [0.816049, -0.549671, -4.219064], [-0.830679, -1.060667, -6.018961], [-3.118939, -1.828761, -6.670404], [-4.632040, -2.690204, -4.875901], [-3.796390, -2.781252, -2.540736], [-0.604230, -3.911948, -1.687037], [0.328879, -3.803671, -2.246224], [-1.349312, -4.374197, -2.330247], [-0.442676, -4.575797, -0.835255], [-2.110950, 0.229193, -0.956738], [-0.147387, 6.158712, 0.793186], [0.747751, 5.150229, 1.458872], [2.102098, 5.066123, 1.145149], [2.924242, 4.134176, 1.762027], [2.404546, 3.280219, 2.725526], [3.239199, 2.310394, 3.356582], [3.230535, 0.967106, 3.115029], [3.993685, 0.190127, 3.649363], [2.221699, 0.557914, 2.242214], [1.982281, -0.733673, 1.816728], [2.792444, -1.832495, 2.100694], [2.449459, -3.061592, 1.567185], [1.337734, -3.193797, 0.764262], [0.542592, -2.143420, 0.497798], [0.858128, -0.952401, 1.022088], [1.058255, 3.369519, 3.066257], [0.239145, 4.285796, 2.425573], [0.384528, 6.714137, 0.022683], [-0.529858, 6.875067, 1.521824], [-1.008854, 5.672701, 0.333272], [2.521316, 5.739677, 0.407105], [3.972861, 4.063419, 1.499394], [3.991265, 2.609581, 3.956596], [1.601874, 1.271596, 1.891369], [3.663636, -1.705932, 2.724677], [3.057177, -3.931421, 1.773317], [1.060979, -4.146711, 0.343231], [0.192736, -0.126769, 0.795728], [0.663227, 2.722137, 3.840237], [-0.808155, 4.345689, 2.696847]],
  "forces_ev_per_angstrom": [[0.27, 0.37, -0.60], [-0.02, 0.00, 0.02], [0.10, 0.03, 0.01], [-0.07, 0.04, 0.05], [0.01, 0.04, 0.02], [-0.11, 0.02, 0.05], [0.05, -0.05, 0.21], [-0.04, 0.07, 0.03], [-0.04, -0.36, 0.03], [-0.07, 0.04, 0.01], [-0.01, 0.01, 0.02], [-0.02, -0.11, -0.08], [0.00, 0.00, 0.01], [0.00, -0.04, -0.03], [0.02, -0.08, -0.03], [0.03, 0.06, 0.03], [-0.06, -0.03, 0.00], [0.02, 0.09, 0.05], [-0.04, -0.05, -0.02], [0.02, 0.06, 0.04], [-0.07, -0.15, -0.12], [-0.01, -0.04, 0.01], [-0.03, 0.01, 0.01], [0.08, 0.01, 0.00], [-0.08, -0.04, 0.07], [0.03, 0.03, -0.09], [0.07, 0.01, 0.01], [0.04, 0.06, 0.23], [0.01, 0.01, -0.01], [0.01, 0.00, -0.01], [0.02, 0.00, 0.01], [0.00, -0.01, -0.01], [-0.01, 0.03, 0.01], [0.00, 0.01, 0.01], [0.00, 0.00, 0.00], [0.00, -0.01, 0.00], [-0.02, -0.01, -0.01], [0.03, -0.18, 0.04], [-0.01, 0.01, 0.02], [-0.01, 0.01, 0.01], [0.01, -0.03, -0.01], [0.06, 0.03, 0.04], [0.00, 0.00, 0.01], [0.03, 0.04, -0.05], [-0.06, 0.01, 0.02], [0.06, -0.02, 0.02], [-0.02, 0.04, -0.04], [0.03, -0.03, -0.05], [-0.31, -0.09, 0.22], [0.13, 0.05, -0.10], [0.04, 0.11, 0.01], [-0.01, -0.07, -0.08], [0.08, -0.01, 0.04], [0.01, -0.05, 0.01], [-0.14, 0.05, 0.00], [0.00, 0.07, -0.01], [0.07, 0.08, 0.05], [-0.02, -0.01, -0.01], [0.03, -0.03, 0.02], [0.00, 0.00, 0.00], [0.01, 0.00, 0.00], [0.00, 0.00, 0.00], [-0.01, -0.01, 0.00], [-0.03, 0.01, 0.01], [0.02, 0.01, -0.02], [0.00, 0.03, -0.01], [-0.01, -0.02, -0.02], [-0.01, 0.00, 0.00], [0.01, 0.01, -0.03], [-0.01, -0.01, 0.00], [0.00, 0.00, 0.00], [0.00, -0.01, 0.00]],
  "lowdin_charge": [0.54, 0.15, -0.12, -0.14, 0.14, -0.29, 0.01, -0.49, 0.78, -0.23, 0.10, -0.13, 0.15, 0.82, -0.68, -0.11, -0.03, -0.29, -0.02, -0.10, 0.01, -0.04, -0.25, 0.02, -0.02, 0.00, -0.10, -0.05, 0.10, 0.10, 0.12, 0.11, 0.16, 0.13, 0.12, 0.12, 0.09, -0.24, 0.03, 0.02, 0.00, 0.30, -0.04, -0.27, -0.04, -0.03, -0.27, 0.14, -0.53, 0.07, 0.17, -0.18, 0.05, -0.01, -0.11, -0.04, -0.09, -0.02, -0.03, 0.08, 0.09, 0.08, 0.12, 0.09, 0.16, 0.13, 0.12, 0.12, 0.10, 0.09, 0.12, 0.12]
}

***

{
  "formula": "C32H25Cl5N8O7Ti",
  "method": "wB97M-V/def2-TZVPD",
  "relative_energy_ev": 0.000,
  "total_charge": 2,
  "lumo_ev": -6.772,
  "largest_force_ev_per_a": 0.353,
  "elements": ["Ti", "C", "C", "C", "C", "C", "C", "N", "C", "C", "C", "C", "C", "C", "N", "N", "C", "C", "C", "C", "C", "N", "H", "H", "H", "H", "H", "H", "H", "H", "H", "H", "H", "H", "H", "Cl", "C", "C", "Cl", "C", "Cl", "C", "O", "C", "Cl", "C", "Cl", "N", "C", "C", "N", "H", "H", "H", "H", "H", "H", "H", "H", "H", "O", "C", "O", "C", "C", "C", "C", "C", "C", "N", "O", "O", "N", "O", "O", "H", "H", "H"],
  "positions_angstrom": [[-0.198596, -0.089967, -0.603676], [-4.389464, 3.007810, -0.441436], [-4.617654, 1.899583, -1.252450], [-3.845869, 0.759843, -1.108257], [-2.854790, 0.720584, -0.126207], [-2.631323, 1.821905, 0.692215], [-3.396817, 2.969522, 0.525501], [-1.989663, -0.411233, -0.028757], [-2.473550, -1.691467, 0.149709], [-3.717678, -2.016765, 0.696269], [-4.049254, -3.347176, 0.847684], [-3.180895, -4.384569, 0.464773], [-1.958755, -4.086004, -0.082118], [-1.614534, -2.737201, -0.233184], [-0.447570, -2.255671, -0.798584], [0.419586, -3.013836, -1.276827], [1.472708, -2.276718, -1.856238], [2.446267, -2.944550, -2.572978], [3.429987, -2.190307, -3.194130], [3.404631, -0.808394, -3.073721], [2.401430, -0.220487, -2.325195], [1.453547, -0.941521, -1.718174], [-4.994649, 3.896685, -0.560182], [-5.396054, 1.928218, -2.003808], [-3.998180, -0.097267, -1.752891], [-1.868421, 1.772418, 1.460257], [-3.225236, 3.826777, 1.162635], [-4.401452, -1.233503, 0.993618], [-5.010106, -3.600678, 1.276414], [-3.483637, -5.413125, 0.598121], [-1.269109, -4.855743, -0.399107], [2.401136, -4.020993, -2.650539], [4.201175, -2.675681, -3.776862], [4.147613, -0.187629, -3.552999], [2.343914, 0.852646, -2.196735], [3.482519, 0.524495, 6.085855], [2.672667, 0.334095, 4.567288], [1.327969, -0.039241, 4.545926], [0.488436, -0.332041, 6.007834], [0.678375, -0.188220, 3.324757], [-0.966818, -0.656523, 3.252964], [1.358793, 0.037460, 2.121713], [0.704014, -0.072318, 0.974848], [2.711883, 0.379094, 2.158443], [3.553094, 0.594087, 0.677883], [3.367659, 0.535551, 3.377604], [5.033719, 0.957540, 3.407035], [4.816411, -2.514635, 5.775854], [4.988916, -2.777622, 4.298916], [3.641091, -3.044133, 3.630046], [3.723001, -3.106667, 2.188345], [5.714282, -2.329996, 6.227264], [4.384577, -3.306861, 6.255346], [4.225762, -1.682126, 5.927965], [5.666194, -3.624049, 4.199202], [5.465314, -1.888968, 3.886807], [2.932929, -2.259868, 3.913005], [3.227586, -3.987019, 3.995195], [4.189136, -3.942508, 1.861252], [4.176383, -2.295934, 1.784266], [-0.951643, 0.338656, -2.560590], [-0.715796, 1.542121, -2.293305], [0.040902, 1.751657, -1.253383], [-1.304119, 2.666490, -3.023968], [-1.047601, 3.968228, -2.608616], [-1.668382, 4.998737, -3.282214], [-2.527831, 4.786554, -4.343106], [-2.757509, 3.475419, -4.718901], [-2.167331, 2.405031, -4.083877], [-3.690277, 3.208612, -5.839295], [-4.155934, 4.168533, -6.404764], [-3.903230, 2.045482, -6.105133], [-1.412241, 6.389139, -2.837658], [-1.975171, 7.270470, -3.440938], [-0.659784, 6.530313, -1.897625], [-0.390874, 4.180278, -1.777770], [-3.004628, 5.610425, -4.854806], [-2.381183, 1.394754, -4.401803]],
  "forces_ev_per_angstrom": [[-0.32, 0.14, -0.03], [0.00, -0.01, -0.01], [0.00, 0.00, 0.00], [-0.01, 0.02, 0.00], [0.05, -0.02, 0.00], [0.00, 0.03, 0.00], [0.01, 0.00, 0.00], [0.14, -0.09, 0.02], [-0.02, 0.00, 0.01], [-0.02, 0.01, -0.03], [0.00, -0.01, 0.00], [0.00, 0.02, 0.00], [-0.02, -0.01, 0.01], [0.03, -0.02, 0.00], [-0.02, 0.06, -0.01], [-0.01, 0.00, 0.00], [0.01, -0.02, -0.01], [0.00, 0.01, 0.00], [0.00, 0.00, 0.00], [0.01, 0.00, 0.00], [-0.03, 0.01, 0.02], [0.01, -0.05, 0.01], [0.00, 0.00, 0.00], [0.00, 0.00, 0.00], [0.00, -0.01, 0.01], [0.00, -0.01, 0.00], [0.00, 0.00, 0.00], [0.00, 0.00, 0.01], [0.00, 0.00, 0.00], [0.00, 0.00, 0.00], [0.00, 0.00, 0.00], [0.00, 0.00, 0.00], [0.00, 0.00, 0.00], [0.00, 0.00, 0.00], [0.01, 0.00, -0.01], [-0.01, -0.04, -0.06], [-0.04, 0.02, 0.01], [0.03, 0.01, 0.00], [-0.01, 0.00, 0.01], [0.04, 0.00, 0.00], [-0.02, 0.00, 0.00], [-0.22, -0.01, 0.07], [0.32, 0.03, -0.08], [0.02, 0.01, 0.03], [0.00, 0.00, 0.00], [-0.01, 0.00, -0.02], [-0.01, -0.02, 0.00], [-0.02, 0.02, 0.00], [0.04, 0.00, 0.02], [-0.01, -0.03, -0.01], [-0.01, 0.00, -0.01], [-0.01, -0.01, 0.01], [-0.01, 0.00, -0.01], [0.04, 0.00, 0.05], [0.01, 0.01, 0.00], [-0.01, 0.01, 0.00], [0.01, 0.03, 0.00], [-0.01, 0.00, 0.00], [0.01, 0.01, -0.01], [-0.02, 0.01, 0.01], [-0.01, -0.03, -0.01], [0.07, -0.03, 0.08], [0.04, 0.00, -0.04], [-0.02, -0.03, -0.01], [0.00, 0.00, 0.00], [0.00, 0.01, 0.01], [0.00, -0.01, 0.01], [-0.03, 0.01, 0.01], [0.01, 0.01, 0.01], [0.09, 0.00, -0.08], [-0.04, 0.01, 0.03], [-0.03, 0.00, 0.03], [-0.01, -0.01, 0.00], [0.00, 0.01, 0.00], [0.00, 0.00, 0.00], [0.00, 0.00, 0.00], [0.00, 0.00, 0.00], [0.00, 0.00, 0.00]],
  "lowdin_charge": [1.19, -0.06, -0.05, -0.02, -0.29, -0.02, -0.05, -0.06, -0.22, 0.01, -0.02, -0.05, 0.01, -0.18, 0.01, 0.16, -0.27, 0.04, -0.01, -0.01, -0.11, 0.03, 0.12, 0.12, 0.13, 0.11, 0.12, 0.13, 0.12, 0.12, 0.12, 0.13, 0.13, 0.13, 0.12, 0.74, -0.70, -0.71, 0.75, -0.59, 0.81, -0.38, -0.22, -0.60, 0.80, -0.71, 0.74, 0.19, -0.13, -0.27, 0.03, 0.18, 0.18, 0.07, 0.14, 0.10, 0.10, 0.13, 0.08, 0.06, 0.00, -0.52, -0.07, -0.10, 0.10, -0.09, 0.12, -0.09, 0.10, -0.35, 0.12, 0.10, -0.35, 0.12, 0.10, 0.14, 0.14, 0.14]
}